1.
{
  "formula": "C4H5O4",
  "method": "ωB97M-V/def2-TZVPD",
  "homo_energy_ev": -2.06,
  "charge": -1,
  "largest_force_ev_per_a": 6.26,
  "spin_multiplicity": 1,
  "de_lowest_kcal_mol": 127.8,
  "species": ["C", "C", "C", "C", "O", "O", "O", "O", "H", "H", "H", "H", "H"],
  "coordinates": [[0.462, -0.704, 0.585], [-0.626, -0.167, -1.646], [-0.772, -0.369, -0.229], [0.707, -1.074, 2.953], [1.207, 0.506, 0.654], [-0.029, -1.175, 1.870], [-1.290, -1.311, -1.093], [0.410, -1.774, 3.919], [-1.476, 0.438, -2.158], [0.236, -0.401, -2.054], [-1.738, 0.205, 0.113], [1.574, -0.404, 3.039], [0.587, 1.200, 0.602]],
  "forces_ev_per_a": [[-0.33, -0.30, -2.15], [-6.11, 1.37, 0.25], [-1.21, 1.04, 2.27], [-1.15, -1.45, 0.78], [1.15, -1.14, 0.85], [0.69, 1.19, 0.73], [-0.18, -1.76, -1.01], [0.44, 0.55, 0.08], [2.21, -0.46, 0.50], [4.06, -0.69, -2.31], [1.80, -0.32, 0.63], [-0.22, 0.07, -0.80], [-1.16, 1.90, 0.16]],
  "nbo_charge": [0.031, -0.133, -0.033, 0.625, -0.764, -0.515, -0.520, -0.674, 0.154, 0.183, 0.111, 0.111, 0.425]
}

---

2.
{
  "formula": "C4H7N3O",
  "method": "ωB97M-V/def2-TZVPD",
  "homo_energy_ev": -8.51,
  "smiles": "[H]/N=C(C)\\C(=N/[H])C(N)=O",
  "largest_force_ev_per_a": 5.88,
  "spin_multiplicity": 1,
  "de_lowest_kcal_mol": 75.7,
  "species": ["H", "N", "C", "C", "C", "N", "H", "C", "N", "O", "H", "H", "H", "H", "H"],
  "coordinates": [[-1.439, -1.245, -1.722], [-1.807, -0.457, -1.184], [-0.871, 0.149, -0.505], [-1.214, 1.298, 0.409], [0.552, 0.000, -0.883], [1.323, -0.399, -1.772], [1.176, 0.020, -2.693], [0.623, -0.993, 0.676], [1.555, -0.453, 1.503], [0.153, -2.092, 0.783], [-2.039, 1.865, -0.024], [-0.383, 1.991, 0.564], [-1.548, 0.898, 1.368], [2.003, -1.046, 2.188], [1.916, 0.465, 1.291]],
  "forces_ev_per_a": [[0.10, 0.50, -0.32], [1.12, -0.16, 2.23], [-1.47, 2.60, -4.74], [-0.19, -0.21, 0.33], [-2.26, -4.15, 3.50], [0.82, 1.01, 0.01], [-0.33, -0.02, -0.02], [2.86, 0.13, -1.22], [-0.37, 0.16, 0.01], [-0.38, 0.55, -0.16], [0.02, -0.22, -0.01], [0.03, -0.23, 0.04], [0.02, 0.20, 0.09], [-0.12, 0.22, 0.10], [0.14, -0.37, 0.15]],
  "nbo_charge": [0.348, -0.622, 0.204, -0.667, 0.215, -0.557, 0.357, 0.626, -0.837, -0.574, 0.253, 0.211, 0.240, 0.404, 0.398]
}